# C24H18N3O3PtS

A molecular structure, C24H18N3O3PtS (the ωB97M-V functional and the def2-TZVPD basis, the OMol25 dataset).

Properties
- HOMO-LUMO gap (Eh) = 0.2554
- energy (eV) = -49870.154
- HOMO (eV) = -11.1344
- net charge = +1
- 2S+1 = 1

The geometry in XYZ format:
```
50
Properties=species:S:1:pos:R:3:forces:R:3
Pt 0.52382 1.00249 0.03513 -0.806 -2.300 0.889
O 0.10172 -0.66812 1.21935 0.024 0.533 -0.117
C -0.65423 -1.71191 0.55991 -0.231 -0.387 -2.082
C -0.83819 -1.31074 -1.00157 -0.079 -1.990 2.382
O -1.34674 -2.14023 -1.70268 -0.034 0.231 -0.446
O -0.43179 -0.15379 -1.30187 0.744 2.434 -1.124
C -2.04628 -1.78910 1.10005 -0.355 0.122 0.528
C -2.84526 -2.89366 0.80179 0.279 0.191 0.133
C -4.12337 -2.97826 1.31635 -0.104 0.152 0.044
C -4.62518 -1.95761 2.11344 0.070 0.156 0.005
C -3.85195 -0.83371 2.37178 -0.371 -0.190 0.014
C -2.57530 -0.74025 1.85546 0.355 -0.251 -0.097
C 0.19889 -2.95080 0.66172 -0.032 0.061 0.356
C 1.19754 -3.20241 -0.27137 -0.101 -0.068 0.027
C 2.05775 -4.26998 -0.09183 0.015 0.003 -0.009
C 1.94267 -5.07350 1.03097 -0.016 -0.005 0.073
C 0.98343 -4.79156 1.98962 0.061 -0.128 0.116
C 0.11367 -3.73286 1.80935 0.012 0.152 -0.194
H 0.20179 -0.91668 2.14834 0.136 0.300 -0.074
H -2.45238 -3.66576 0.16103 0.038 -0.154 -0.027
H -4.73547 -3.83751 1.09256 -0.061 -0.098 -0.029
H -5.62354 -2.02496 2.51635 -0.098 -0.034 0.052
H -4.24551 -0.02869 2.97424 -0.068 0.057 0.029
H -1.99367 0.15349 2.04450 0.019 -0.026 0.012
H 1.30050 -2.57366 -1.14281 -0.032 0.029 -0.139
H 2.81987 -4.47413 -0.82746 0.070 -0.034 -0.085
H 2.60470 -5.91373 1.16419 0.102 -0.099 0.020
H 0.91042 -5.39200 2.88339 0.005 -0.114 0.054
H -0.63114 -3.50021 2.55708 -0.148 -0.093 0.062
N 1.90335 4.55035 -1.27190 -0.233 -1.010 0.937
C 1.36894 4.20977 -2.50013 -0.349 -0.840 0.237
C 1.34127 4.87604 -3.70186 -0.376 -0.094 -1.113
C 0.70542 4.23507 -4.77588 0.685 0.892 0.817
C 0.12683 2.98114 -4.64170 -0.104 -0.546 0.570
C 0.14821 2.30264 -3.43300 0.056 0.148 -0.037
C 0.77593 2.92711 -2.35047 0.060 0.758 -1.079
N 0.95270 2.52330 -1.06941 1.773 2.494 1.875
C 1.65344 3.52944 -0.39851 -1.592 -0.672 -4.167
C 1.94355 3.31167 0.94579 1.354 0.589 3.569
C 2.60366 4.02891 1.95656 -1.016 -1.460 -0.972
S 2.60105 3.12843 3.42744 -0.294 0.009 -0.978
C 1.74139 1.86902 2.65377 0.263 0.411 0.172
N 1.46847 2.08604 1.39734 0.347 0.616 0.135
H 2.38918 5.40054 -1.04559 0.034 0.078 -0.030
H 1.78774 5.85004 -3.81714 0.046 0.127 -0.064
H 0.66983 4.73669 -5.72666 0.004 0.105 -0.170
H -0.34963 2.52723 -5.49563 -0.056 -0.077 -0.059
H -0.29751 1.32932 -3.31249 -0.069 -0.151 0.030
H 3.06541 4.98973 1.91036 0.153 0.353 -0.091
H 1.46403 0.97737 3.18209 -0.081 -0.180 0.046
```
Forces are in eV/Å.